The following is a quantum chemistry calculation of one molecule with the formula C4H7NO2, from the OMol25 dataset.

Computed properties:
- HOMO energy: -9.97 eV
- SMILES string: [H]/N=C(\C)OCC=O
- Kohn-Sham gap: 10.372 eV

Geometry as ORCA input:
```
! wB97M-V def2-TZVPD RIJCOSX def2/J DEFGRID3
* xyz 0 1
C 1.3520 0.7099 0.2197
C -0.1065 0.7689 0.6356
N -0.5515 1.1015 1.7664
O -1.0350 0.7162 -0.3817
C -1.3147 -0.5163 -1.0476
C -0.3894 -1.5879 -0.5206
O -0.2448 -1.7316 0.6697
H 1.6737 1.7474 0.0903
H 1.9834 0.2352 0.9790
H 1.5177 0.1975 -0.7328
H 0.2250 1.3608 2.3680
H -2.3523 -0.7392 -0.7888
H -1.2509 -0.4634 -2.1461
H 0.2296 -2.1637 -1.2326
*
```

***

The following is a quantum chemistry calculation of C30H45AsN4O3Tc as an isolated structure, from the OMol25 dataset.

Computed properties:
- HOMO energy (spin up / spin down): -13.09 / -13.11 eV
- Kohn-Sham gap (spin up / spin down): 8.072 / 7.710 eV

Geometry as ORCA input:
```
! wB97M-V def2-TZVPD RIJCOSX def2/J DEFGRID3
* xyz 2 4
Tc -0.1486 -0.5574 0.1936
C -5.7613 -0.4276 0.3803
N -4.5254 0.3526 0.4139
C -4.6446 1.7601 0.7797
C -3.3554 -0.1560 0.0529
O -2.2966 0.4998 0.0611
C -3.3201 -1.6157 -0.3700
O -2.0916 -1.8130 -1.0414
C -1.7124 -3.1634 -1.1677
C -0.8721 -3.5683 0.0428
O -0.4206 -2.6538 0.7763
N -0.6318 -4.8412 0.2807
C 0.1529 -5.2599 1.4388
C -1.1415 -5.9226 -0.5634
H -6.5027 0.0903 0.9833
H -5.6177 -1.4152 0.8142
H -6.1479 -0.5192 -0.6353
H -4.9563 1.8499 1.8203
H -5.3907 2.2367 0.1453
H -3.6883 2.2517 0.6358
H -4.1533 -1.8622 -1.0332
H -3.3917 -2.2433 0.5293
H -1.0918 -3.2459 -2.0641
H -2.5841 -3.8072 -1.2985
H 0.5138 -4.3862 1.9690
H 0.9956 -5.8609 1.1003
H -0.4717 -5.8606 2.0996
H -1.3337 -5.5802 -1.5750
H -2.0492 -6.3507 -0.1374
H -0.3792 -6.6970 -0.6168
C 2.3003 2.3442 -0.6273
As 0.5900 1.8735 0.1137
C 0.6367 2.7383 1.8402
C -0.6639 2.9524 -0.9395
C -0.2371 4.3871 -1.0388
C -0.5959 5.2985 -0.0487
C -0.1661 6.6157 -0.1126
C 0.6252 7.0368 -1.1716
C 0.9729 6.1404 -2.1720
C 0.5442 4.8232 -2.1049
H 2.3939 3.4292 -0.5868
H 2.3620 2.0086 -1.6602
H 3.0931 1.8711 -0.0538
H 0.9701 3.7661 1.7001
H 1.3344 2.2072 2.4859
H -0.3501 2.7316 2.2980
H -1.6346 2.8388 -0.4589
H -0.7288 2.4775 -1.9205
H -1.2314 4.9823 0.7707
H -0.4551 7.3148 0.6598
H 0.9582 8.0636 -1.2245
H 1.5732 6.4686 -3.0089
H 0.8106 4.1314 -2.8956
C 2.1326 -3.0562 -0.9465
C 2.1558 -1.6927 -1.6432
C 2.2300 -1.9431 -3.1547
C 0.9316 -0.8365 -1.3581
C 3.3524 -0.8786 -1.1214
C 3.5763 -0.7975 0.2541
C 4.6559 -0.0967 0.7648
C 5.5294 0.5563 -0.0972
C 5.3140 0.4901 -1.4631
C 4.2352 -0.2247 -1.9724
H 1.3571 -3.6915 -1.3805
H 1.9599 -2.9927 0.1267
H 3.0896 -3.5529 -1.1045
H 1.3742 -2.5391 -3.4766
H 3.1336 -2.4955 -3.4134
H 2.2165 -1.0174 -3.7281
H 0.7182 -0.1832 -2.2174
H 2.9092 -1.3034 0.9446
H 4.8243 -0.0652 1.8330
H 6.3768 1.1012 0.2949
H 5.9939 0.9846 -2.1433
H 4.1071 -0.2757 -3.0436
N -0.5728 -0.8105 4.5681
C -1.5861 0.0951 4.3813
C -1.6004 0.3611 3.0514
N -0.6037 -0.3669 2.4247
C -0.0121 -1.0605 3.3759
H -0.2793 -1.2018 5.4488
H -2.1843 0.4631 5.1942
H -2.2354 1.0300 2.5012
H 0.8168 -1.7335 3.2422
*
```

***

The following is a quantum chemistry calculation of a 7-piece molecular cluster, C34H63FN2O6S overall, from the OMol25 dataset.

Computed properties:
- HOMO energy: -7.90 eV
- SMILES string: Cc1ccc(Cc2c(CCF)ccc3nsnc23)cc1.CC(C)O.CC(C)O.CC(C)O.CC(C)O.CC(C)O.CC(C)O
- Kohn-Sham gap: 7.209 eV

Geometry as ORCA input:
```
! wB97M-V def2-TZVPD RIJCOSX def2/J DEFGRID3
* xyz 0 1
C -0.8707 2.6846 9.6484
C -1.3139 2.4645 8.1020
C -0.3081 1.7209 7.1368
C -0.6355 1.5062 5.6164
C -2.0100 2.0422 5.0923
C -2.4753 1.9453 3.5669
C -1.7449 2.9590 2.5696
C -1.6735 2.6259 1.0342
C -2.3136 1.3228 0.3697
C -1.2484 0.2007 -0.0665
F -0.8629 -0.6703 1.0460
C -0.9339 3.6333 0.0352
C -0.2647 4.9588 0.5188
C -0.3398 5.3675 2.0362
N 0.1626 6.5148 2.7343
S -0.2555 6.4206 4.4088
N -1.0399 4.8960 4.3066
C -1.0792 4.3333 2.9841
C -3.0147 2.7621 6.0799
C -2.7190 2.9905 7.5979
H -1.7755 2.8971 10.3322
H -0.2405 3.6583 9.6404
H -0.1874 1.8549 10.0335
H 0.6913 1.3449 7.5361
H 0.0627 1.0045 4.8668
H -2.1915 0.8787 3.2069
H -3.6314 1.9848 3.4792
H -2.8165 1.6769 -0.6164
H -3.1762 0.8563 0.9850
H -1.8095 -0.4954 -0.8084
H -0.3490 0.6063 -0.6527
H -0.8583 3.4100 -1.0945
H 0.2614 5.6844 -0.1924
H -4.0179 3.1540 5.6577
H -3.4525 3.5273 8.2982
C 3.4919 0.9768 -1.8220
C 2.0817 1.3690 -2.2332
C 2.0966 2.4631 -3.2889
O 1.3630 1.8256 -1.0871
H 4.0243 1.8295 -1.3890
H 3.4655 0.1981 -1.0546
H 4.0638 0.6065 -2.6764
H 1.5542 0.4918 -2.6203
H 2.5803 3.3681 -2.9068
H 1.0762 2.7430 -3.5664
H 2.6266 2.1373 -4.1877
H 1.8211 2.6022 -0.7362
C 0.1527 -2.9003 -2.1633
C -0.7449 -2.5259 -3.3318
C -1.3663 -3.7586 -3.9693
O 0.0185 -1.8207 -4.3092
H 0.9783 -3.5389 -2.4936
H 0.6018 -2.0057 -1.7218
H -0.4085 -3.4289 -1.3881
H -1.5350 -1.8521 -2.9875
H -0.5930 -4.4268 -4.3622
H -1.9996 -3.4757 -4.8149
H -1.9726 -4.3130 -3.2480
H 0.7201 -2.4091 -4.6199
C -2.8957 3.9083 -4.8792
C -3.4183 3.1192 -3.6890
C -4.9347 3.0110 -3.7190
O -3.0124 3.7597 -2.4804
H -3.2884 4.9304 -4.8728
H -1.8059 3.9879 -4.8386
H -3.1768 3.4325 -5.8224
H -2.9782 2.1177 -3.6903
H -5.3980 4.0020 -3.6724
H -5.2969 2.4516 -2.8520
H -5.2768 2.5085 -4.6275
H -3.3966 4.6472 -2.4692
C 3.3224 -6.5980 -1.8808
C 2.5683 -6.9837 -3.1437
C 3.4845 -7.6613 -4.1505
O 1.9995 -5.8151 -3.7315
H 4.1266 -5.8900 -2.1069
H 2.6546 -6.1019 -1.1711
H 3.7571 -7.4765 -1.3966
H 1.7430 -7.6542 -2.8885
H 4.2942 -6.9901 -4.4553
H 2.9320 -7.9223 -5.0573
H 3.9240 -8.5715 -3.7343
H 2.7223 -5.2150 -3.9612
C 6.1237 -1.5708 -0.4332
C 7.1353 -0.6104 -1.0391
C 8.3853 -0.5082 -0.1793
O 6.5437 0.6805 -1.1709
H 5.8030 -1.2275 0.5558
H 5.2260 -1.6258 -1.0552
H 6.5431 -2.5756 -0.3346
H 7.4066 -0.9479 -2.0435
H 8.1430 -0.1281 0.8185
H 9.0984 0.1937 -0.6205
H 8.8723 -1.4812 -0.0730
H 6.2998 0.9884 -0.2871
C -5.4979 -3.0935 1.9394
C -4.4864 -2.1312 1.3365
C -3.2383 -2.0263 2.1983
O -5.0811 -0.8402 1.2044
H -5.8213 -2.7512 2.9279
H -6.3943 -3.1497 1.3153
H -5.0771 -4.0975 2.0384
H -4.2124 -2.4680 0.3324
H -3.4833 -1.6467 3.1965
H -2.5265 -1.3235 1.7589
H -2.7493 -2.9983 2.3053
H -5.3271 -0.5341 2.0882
*
```